<one>
2 unconnected molecules or ions with the total composition C16H17NO. Source: the Open Molecules 2025 dataset; level of theory: ωB97M-V/def2-TZVPD.

Element x y z (Å)
C1 1.7243 0.3670 2.7561
C2 1.0776 1.3216 0.4364
C3 1.9448 0.5349 1.2898
C4 1.6639 1.3417 -0.8366
C5 2.9912 0.1402 0.5211
C6 -0.1426 1.9759 0.7286
C7 -0.7432 2.5193 -0.3753
C8 -0.2167 2.5122 -1.6794
C9 1.0158 1.9332 -1.9199
N1 2.7522 0.5042 -0.7950
H1 -0.5079 1.8455 1.7362
H2 -1.7447 2.9540 -0.3619
H3 -0.7627 2.9805 -2.4867
H4 0.7333 -0.0563 2.8969
H5 1.7316 1.2633 3.3789
H6 3.9365 -0.3080 0.7631
H7 3.3634 0.3475 -1.5740
H8 1.4981 1.9092 -2.8946
H9 2.4566 -0.2780 3.1889
C10 -0.7864 -2.2631 -2.5931
C11 -0.7886 -2.5457 -0.0758
C12 -1.1910 -1.8519 -1.1943
C13 -1.0632 -2.0709 1.2246
C14 -2.1358 -0.8330 -1.0143
C15 -1.8522 -0.9512 1.3582
C16 -2.3866 -0.3109 0.2368
O1 -2.1571 -0.5271 2.6460
H10 0.0119 -3.2700 -0.0629
H11 -0.6142 -2.5517 2.0797
H12 0.2310 -2.6145 -2.6220
H13 -1.0189 -1.4675 -3.2920
H14 -2.7332 -0.4783 -1.8453
H15 -2.9267 0.5930 0.4947
H16 -1.8778 0.3838 2.7915
H17 -1.4828 -3.0490 -2.9044

As for the LUMO energy: 0.81 eV. As for the SMILES: Cc1c[nH]c2ccccc12.Cc1ccc(O)cc1.


<two>
2 unconnected molecules or ions with the total composition C16H17NO. Source: the Open Molecules 2025 dataset; level of theory: ωB97M-V/def2-TZVPD.

Element x y z (Å)
C1 -0.6396 2.8182 -1.4884
C2 -1.7874 0.6781 1.2673
C3 -1.9189 1.1546 -0.1413
C4 -1.2700 2.3638 -0.2477
C5 -0.5752 2.5874 0.9674
C6 -2.5582 -0.4238 1.5994
C7 -3.1818 -1.1690 0.5513
C8 -2.7433 0.4959 -1.1129
C9 -3.3146 -0.6592 -0.7288
N1 -1.0133 1.6069 1.9040
H1 -0.4134 1.3872 2.6226
H2 -2.4752 -0.8732 2.6346
H3 0.1800 3.2148 1.3274
H4 -3.5717 -2.1337 0.7153
H5 -2.7160 1.0510 -1.9997
H6 -0.9606 2.2664 -2.3458
H7 0.6079 2.7854 -1.4551
H8 -3.8173 -1.2877 -1.6273
H9 -0.7246 3.8952 -1.4961
C10 1.6858 -3.6118 1.0435
C11 0.9725 -1.4564 0.0367
C12 2.0477 -2.2350 0.4940
C13 1.1094 -0.3659 -0.7811
C14 2.4344 0.0657 -0.9786
C15 3.3585 -1.8913 0.2351
C16 3.5445 -0.7680 -0.4811
O1 2.8052 1.0304 -1.7526
H10 -0.0259 -1.9960 0.2363
H11 0.1238 -0.1368 -1.3105
H12 0.6158 -3.7473 0.8968
H13 1.8116 -3.6663 2.1479
H14 4.1208 -2.4812 0.7811
H15 2.1476 1.7440 -1.7324
H16 4.4940 -0.5170 -0.8228
H17 2.2730 -4.4964 0.7111

As for the LUMO energy: 0.56 eV. As for the SMILES: Cc1c[nH]c2ccccc12.Cc1ccc(O)cc1.


<three>
2 unconnected molecules or ions with the total composition C16H17NO. Source: the Open Molecules 2025 dataset; level of theory: ωB97M-V/def2-TZVPD.

Element x y z (Å)
C1 4.0996 1.6615 1.1958
C2 0.6343 0.3841 1.6713
C3 1.5655 1.4315 1.6930
C4 2.8087 0.9005 1.1786
C5 2.5608 -0.3908 0.8717
C6 -0.6974 0.5682 2.0251
C7 -1.1148 1.8250 2.4033
C8 -0.1843 2.8652 2.5439
C9 1.1291 2.6609 2.1784
N1 1.2384 -0.7194 1.1438
H1 -1.3637 -0.2770 1.9263
H2 -2.1483 1.9212 2.7185
H3 0.7496 -1.5147 0.7759
H4 -0.4959 3.8145 2.9390
H5 3.1837 -1.2087 0.5345
H6 1.7768 3.5047 2.3970
H7 4.6040 1.4878 2.1442
H8 3.9257 2.7191 1.0092
H9 4.8097 1.2966 0.4487
C10 -0.4322 -1.9081 -4.0748
C11 -1.6965 -2.2204 -0.4670
C12 -2.5023 -1.0960 -0.4249
C13 -1.0056 -2.4427 -1.6632
C14 -1.0957 -1.6161 -2.7538
C15 -2.6718 -0.2511 -1.5158
C16 -1.9642 -0.5139 -2.6680
O1 -3.1785 -0.8605 0.7585
H10 -1.8144 -2.8711 0.3876
H11 -0.4490 -3.3746 -1.6984
H12 -3.4537 0.4948 -1.4789
H13 -3.9761 -0.3639 0.5328
H14 0.3192 -1.1581 -4.2710
H15 -1.1146 -1.9627 -4.9148
H16 -2.1382 0.0738 -3.5608
H17 0.0923 -2.8595 -3.9856

As for the LUMO energy: 0.76 eV. As for the SMILES: Cc1c[nH]c2ccccc12.Cc1ccc(O)cc1.


Quick one: most stable of them? <three>


<one>
C2H3F2P in the gas phase. Source: the Open Molecules 2025 dataset; level of theory: ωB97M-V/def2-TZVPD.

Element x y z (Å)
C1 0.0936 -0.8940 -0.2738
C2 -1.1693 -0.1962 0.1745
F1 -3.6250 0.4885 0.3296
F2 0.5471 -2.0046 0.4355
P1 -2.6759 -0.6669 -0.3669
H1 0.9457 -0.2737 -0.2051
H2 -0.2026 -1.0843 -1.3548
H3 -1.0884 0.4840 1.0151

As for the LUMO energy: -0.42 eV. As for the SMILES: FC/C=P/F.


<two>
C2H3F2P in the gas phase. Source: the Open Molecules 2025 dataset; level of theory: ωB97M-V/def2-TZVPD.

Element x y z (Å)
C1 -0.1164 -1.7155 0.2255
C2 -1.4738 -1.1966 -0.3450
F1 -3.8217 -0.2098 -0.4568
F2 1.1945 -1.2258 -0.2109
P1 -2.4557 -0.0118 0.4290
H1 -0.1778 -2.7163 -0.0522
H2 -0.1703 -1.6147 1.3303
H3 -1.8793 -1.4791 -1.3727

As for the LUMO energy: -0.60 eV. As for the SMILES: FC/C=P/F.


Quick one: most stable of them? <one>


<one>
2 unconnected molecules or ions with the total composition C7H14NO. Source: the Open Molecules 2025 dataset; level of theory: ωB97M-V/def2-TZVPD.

Element x y z (Å)
C1 -0.0762 0.3454 -1.0014
C2 3.9092 -0.2586 -0.0387
C3 4.3334 -1.5478 -0.4214
C4 -4.7534 -0.2065 0.6467
C5 2.4851 1.5507 0.4089
C6 -3.3297 -0.5018 0.3176
C7 -2.6341 0.4058 -0.7433
N1 -1.2324 0.3550 -0.8868
O1 2.7665 0.2452 0.1093
H1 4.7374 0.4213 0.2491
H2 3.6023 -2.2158 -0.7215
H3 4.9869 -2.0148 0.3343
H4 5.0206 -1.3790 -1.2809
H5 -5.1277 -1.0080 1.2133
H6 -4.9320 0.7274 1.2266
H7 -5.3485 -0.2601 -0.3138
H8 1.7441 1.6801 1.2321
H9 2.0155 2.0522 -0.4952
H10 3.5718 1.9095 0.6912
H11 -3.2630 -1.6234 0.2086
H12 -2.6605 -0.4453 1.2358
H13 -3.0454 0.3872 -1.6799
H14 -2.7701 1.3813 -0.2904

As for the LUMO energy: -5.21 eV. Its charge is +1.


<two>
A molecular structure, C7H14NO. Source: the Open Molecules 2025 dataset; level of theory: ωB97M-V/def2-TZVPD.

Element x y z (Å)
C1 -2.0102 -0.4618 0.6136
C2 -0.8547 -0.1742 0.3781
C3 -3.3841 -0.8787 0.8132
C4 0.8217 -1.0673 -1.6453
C5 2.7292 0.2398 -0.6873
C6 0.7333 0.7849 2.5730
C7 0.4831 0.1653 0.3872
N1 1.2756 0.1446 -0.9032
O1 1.1639 0.7179 1.3875
H1 -3.7767 -0.9447 -0.1496
H2 -3.8286 0.0190 1.1473
H3 -3.6641 -1.6578 1.4103
H4 0.7684 -1.9968 -0.9075
H5 -0.2968 -0.8786 -1.9605
H6 1.5117 -1.1685 -2.4157
H7 2.9046 1.1720 -0.1243
H8 3.2132 -0.5725 -0.0561
H9 3.2887 0.2010 -1.5806
H10 1.4851 1.0560 3.3151
H11 -0.3271 0.5836 2.8334
H12 -2.0157 1.8082 -1.6924
H13 -1.3306 1.9010 -1.3017
H14 1.1102 1.0080 -1.4345

As for the LUMO energy (spin up / spin down): -4.06 / -3.27 eV. Its charge is +1.


Quick one: most stable of them? <one>